1.
Entry from the Open Molecules 2025 dataset: a 2-piece molecular cluster, C4H11N2S overall at a distorted geometry (the ωB97M-V functional and the def2-TZVPD basis).

ΔE to the lowest compared entry with this formula, charge and spin	262.0	kJ/mol
DFT total energy	-18132.8037	eV
highest occupied orbital energy	-12.53	eV
total charge	+1
LUMO energy	-4.366	eV
HOMO-LUMO gap	0.3000	hartree

XYZ file:
```
18
Properties=species:S:1:pos:R:3:forces:R:3
C 1.067139 -0.694481 0.192121 1.2 -1.0 -1.2
C -0.739124 2.426621 1.641164 -1.6 -2.0 0.8
C 0.049876 -3.096276 -1.240245 -2.1 0.0 -1.6
C -0.865331 1.570130 0.417451 -1.0 1.7 -1.1
N 2.270244 -1.251504 0.066056 -0.9 -1.7 -0.2
N -1.307342 2.256549 -0.609077 -0.4 0.4 1.7
S -0.250276 -1.506982 -0.540871 -0.5 1.0 1.0
H -0.363208 1.732757 2.410445 -0.5 0.7 0.2
H -1.788530 2.886348 1.889887 2.2 -0.7 -0.3
H 0.039813 3.124221 1.461464 0.5 1.1 -0.1
H -0.250931 -3.896997 -0.591730 -0.3 -0.3 0.3
H 1.041153 -3.247900 -1.522036 1.7 -0.2 -0.7
H -0.617171 -3.056501 -2.182982 1.2 -0.5 1.4
H -0.572516 0.514533 0.397211 -0.2 0.7 -0.2
H 2.459211 -2.263398 -0.198872 -0.4 1.8 0.2
H 3.091005 -0.731121 0.266420 0.5 0.4 0.5
H -1.665377 2.035412 -1.519283 0.4 -1.2 -0.4
H -1.598636 3.198588 -0.337123 0.3 -0.1 -0.4
```
Positions in Å, forces in eV/Å.

Mulliken atomic charge list, values in e, 5 entries:
1 C -0.2259
2 C -1.2673
3 C -0.8936
4 C 0.7585
5 N -0.2236

=====

2.
Entry from the Open Molecules 2025 dataset: C4H11N2S as an isolated structure at a distorted geometry (the ωB97M-V functional and the def2-TZVPD basis).

ΔE to the lowest compared entry with this formula, charge and spin	162.4	kJ/mol
DFT total energy	-18133.8361	eV
highest occupied orbital energy	-13.86	eV
total charge	+1
LUMO energy	-2.816	eV
HOMO-LUMO gap	0.4060	hartree

XYZ file:
```
18
Properties=species:S:1:pos:R:3:forces:R:3
C -0.183600 -0.592381 0.249897 3.3 1.5 0.1
C 1.276856 1.672023 -0.197884 0.9 0.4 0.9
C -2.597758 -0.277264 -0.091917 -2.2 1.9 0.2
C 1.412886 0.424916 0.581813 -1.0 -4.8 0.0
N 0.113666 -1.754636 -0.242741 1.8 0.2 -0.4
N -1.300890 0.055754 0.392834 0.9 -1.4 -0.7
S 2.741372 -0.831992 0.177418 -0.3 0.7 3.9
H 1.994691 2.417738 0.192823 -0.2 -0.3 -0.6
H 1.339793 1.504396 -1.262447 0.2 0.1 -0.3
H 0.304335 2.022241 0.048179 -0.9 0.8 -0.1
H -3.254048 -0.207335 0.754716 -0.5 -0.3 0.7
H -2.700390 -1.282072 -0.436112 0.2 -0.4 -0.8
H -3.061997 0.570708 -0.718375 1.2 -1.6 0.1
H 1.559348 0.418571 1.669152 -0.7 0.8 -0.3
H 1.152337 -1.926169 -0.413061 -1.1 0.6 0.8
H -0.341354 -2.540599 -0.614922 -2.0 -0.6 -0.2
H -1.217843 0.870718 0.924054 0.0 1.5 0.7
H 2.762597 -0.544622 -1.013434 0.4 0.9 -4.1
```
Positions in Å, forces in eV/Å.

Mulliken atomic charge list, values in e, 5 entries:
1 C 0.6818
2 C -0.9187
3 C -0.8973
4 C -0.3026
5 N -0.2718

=====

3.
Entry from the Open Molecules 2025 dataset: a 2-piece molecular cluster, C4H11N2Si overall at a distorted geometry (the ωB97M-V functional and the def2-TZVPD basis).

ΔE to the lowest compared entry with this formula, charge and spin	132.1	kJ/mol
DFT total energy	-15174.1686	eV
highest occupied orbital energy	-15.24	eV
total charge	+1
LUMO energy	-5.392	eV
HOMO-LUMO gap	0.3618	hartree

XYZ file:
```
18
Properties=species:S:1:pos:R:3:forces:R:3
C 1.425414 -0.984179 -1.010784 -1.6 -0.1 -1.3
C 0.338219 2.004386 0.464354 -1.1 -0.5 -0.3
C 0.347733 -0.772343 1.889239 -1.8 -1.6 -1.8
C -1.580472 -0.388153 -0.708534 -2.3 -2.0 8.3
N -1.585563 0.911227 -2.700874 -0.2 -0.9 2.0
N -1.640652 0.312256 -1.753842 -0.3 3.0 -6.1
Si 0.395885 0.088277 0.233599 -0.3 -0.7 0.0
H 0.927725 -1.228725 -2.012396 0.1 0.4 1.4
H 2.222987 -0.406402 -1.374238 1.4 1.1 -0.3
H 1.880765 -1.946223 -0.741348 -0.5 0.3 0.8
H -0.688002 2.412300 0.246732 0.7 -0.7 0.2
H 0.472550 2.176707 1.558049 0.4 0.0 -0.9
H 0.971235 2.595438 -0.204052 0.3 -0.2 0.5
H 1.232415 -0.858020 2.451077 1.4 0.0 0.4
H -0.370184 -0.311711 2.510129 -0.9 0.8 0.9
H -0.080257 -1.817892 1.733489 0.8 1.1 0.1
H -1.439280 -1.451251 -0.761493 0.0 -0.4 -0.9
H -2.830518 -0.335691 0.180895 3.8 0.4 -2.8
```
Positions in Å, forces in eV/Å.

Mulliken atomic charge list, values in e, 5 entries:
1 C -1.1180
2 C -1.0603
3 C -1.0403
4 C -0.6214
5 N -0.4029

=====

4.
Entry from the Open Molecules 2025 dataset: a 2-piece molecular cluster, C4H11N3 overall at a distorted geometry (the ωB97M-V functional and the def2-TZVPD basis).

ΔE to the lowest compared entry with this formula, charge and spin	357.6	kJ/mol
DFT total energy	-8793.9128	eV
highest occupied orbital energy	-8.34	eV
SMILES string	CN(C)N.C=C=N
LUMO energy	0.903	eV
HOMO-LUMO gap	0.3398	hartree

XYZ file:
```
18
Properties=species:S:1:pos:R:3:forces:R:3
C 0.945633 1.036299 0.872846 -0.1 -0.1 -0.2
N 0.820825 -0.241611 0.190452 0.7 0.2 -1.2
C 1.158821 -0.131982 -1.278327 0.0 -0.1 1.5
N 1.648344 -1.180314 0.863578 0.1 -0.1 0.0
H 1.957136 1.455600 0.788355 0.1 0.0 0.1
H 0.257958 1.752952 0.429175 -0.1 0.0 0.0
H 0.708249 0.887093 1.924259 0.0 0.1 0.0
H 1.024688 -1.114037 -1.730026 0.0 0.1 0.0
H 2.203161 0.187748 -1.401201 0.0 0.0 -0.1
H 0.501263 0.588053 -1.758360 -0.1 0.0 0.0
H 1.417094 -2.111834 0.531918 0.1 0.1 0.0
H 2.642859 -1.015300 0.688470 -0.1 0.0 -0.1
C -3.185123 0.686593 -0.230787 -0.2 0.5 0.2
C -2.320324 -0.246969 0.069058 -0.6 -1.2 -0.4
N -1.784846 -1.325500 0.250959 -0.2 0.1 0.7
H -3.524037 0.852393 -1.237033 0.4 0.1 -0.3
H -3.679148 1.253383 0.537573 0.0 0.0 0.3
H -0.792553 -1.332568 0.489093 0.0 0.5 -0.4
```
Positions in Å, forces in eV/Å.

Mulliken atomic charge list, values in e, 5 entries:
1 C -0.9591
2 N 0.2094
3 C -0.9986
4 N -0.7116
5 H 0.3380

=====

5.
Entry from the Open Molecules 2025 dataset: C4H11N3 in the gas phase at a distorted geometry (the ωB97M-V functional and the def2-TZVPD basis).

ΔE to the lowest compared entry with this formula, charge and spin	180.6	kJ/mol
DFT total energy	-8795.7471	eV
highest occupied orbital energy	-7.35	eV
SMILES string	N/C=C(\N)CCN
LUMO energy	1.018	eV
HOMO-LUMO gap	0.3074	hartree

XYZ file:
```
18
Properties=species:S:1:pos:R:3:forces:R:3
N -1.670406 -2.084139 -1.075993 -0.3 -0.1 -0.1
C -1.494917 -0.954242 -0.230324 0.9 -0.3 -0.1
C -0.280897 -0.654491 0.261962 -1.0 -0.5 -1.1
N 0.808042 -1.480207 -0.061127 0.7 1.1 0.2
C -0.018882 0.576319 1.057148 0.0 1.0 -0.2
C 0.550945 1.862651 0.370797 -0.4 0.5 1.9
N 1.954090 1.761930 -0.033114 -1.0 0.1 0.3
H -1.215744 -1.990488 -1.982904 -0.1 0.1 0.2
H -2.660416 -2.209391 -1.240157 0.1 -0.3 -0.2
H -2.387078 -0.437240 0.036313 -0.3 0.7 0.2
H 1.542280 -1.508866 0.629525 0.0 -0.2 -0.1
H 0.699604 -2.305002 -0.622349 -0.4 -0.1 0.3
H -0.976882 0.973007 1.472073 0.7 -0.9 0.3
H 0.741750 0.256979 1.789087 -0.5 0.6 0.5
H -0.072646 2.297114 -0.422955 -0.2 -0.8 -0.1
H 0.464406 2.666940 1.170139 0.2 -0.9 -0.6
H 1.917899 2.430217 -0.789633 1.3 -0.5 -0.6
H 2.098853 0.798908 -0.328486 0.2 0.4 -0.7
```
Positions in Å, forces in eV/Å.

Mulliken atomic charge list, values in e, 5 entries:
1 N -0.6400
2 C -0.1914
3 C 0.2541
4 N -0.4635
5 C -0.9455

=====

6.
Entry from the Open Molecules 2025 dataset: a 2-piece molecular cluster, C4H11N3 overall at a distorted geometry (the ωB97M-V functional and the def2-TZVPD basis).

ΔE to the lowest compared entry with this formula, charge and spin	383.8	kJ/mol
DFT total energy	-8793.6415	eV
highest occupied orbital energy	-7.86	eV
SMILES string	[H]/N=C(/N)NC.C=C
LUMO energy	0.791	eV
HOMO-LUMO gap	0.3180	hartree

XYZ file:
```
18
Properties=species:S:1:pos:R:3:forces:R:3
H 1.571938 -2.320526 1.610587 -0.6 0.2 0.1
N 0.715757 -1.914617 1.248393 0.1 -0.8 0.2
C 0.730615 -1.081190 0.292943 1.7 1.3 0.4
N 0.710664 -1.457454 -1.037776 0.1 0.6 0.3
N 0.863028 0.322503 0.591657 0.4 -1.3 -0.6
C 1.701688 1.186214 -0.235288 -0.7 -0.2 -0.4
H 0.846697 -0.790515 -1.778366 -0.1 0.3 0.1
H 1.131088 -2.357389 -1.224624 -0.4 0.0 0.3
H 1.016585 0.445828 1.585458 -0.2 -0.4 -0.2
H 2.029096 2.047042 0.345160 -0.4 0.1 -0.1
H 2.615363 0.738165 -0.630766 0.0 -0.4 0.1
H 1.093013 1.470567 -1.098374 0.3 0.6 0.0
C -1.895865 0.924580 0.319438 -2.8 -0.5 -1.2
C -2.785197 0.004370 -0.160690 -0.6 3.0 0.6
H -2.036207 1.300711 1.327007 0.7 -0.5 0.2
H -1.465417 1.619931 -0.391699 0.7 -0.4 0.1
H -3.679264 -0.214175 0.407517 0.5 -1.0 1.0
H -3.163579 0.075955 -1.170576 1.2 -0.6 -0.8
```
Positions in Å, forces in eV/Å.

Mulliken atomic charge list, values in e, 5 entries:
1 H 0.2198
2 N -0.7960
3 C 0.4250
4 N -0.3862
5 N -0.1453

=====

> ΔE to the lowest compared entry with this formula, charge and spin of number 4 (C4H11N3)?

357.6 kJ/mol

=====

> Which formula does entry 5 have?

C4H11N3

=====

> Which value of DFT total energy does entry 6 give?

-8793.6415 eV

=====

> Which of these has the highest DFT total energy?

number 6